DFT (wB97M-V/def2-TZVPD) results for C3H9O3P in the gas phase.

* structure (SMILES): CCOPC(O)O
* HOMO: -8.567 eV
* HOMO-LUMO gap: 9.40 eV
* LUMO level: 0.83 eV

Structure (ORCA input):
```
! wB97M-V def2-TZVPD RIJCOSX def2/J DEFGRID3
* xyz 0 1
O -2.58168 0.24026 -0.74134
P -0.01560 1.28138 -0.52632
O -1.70289 0.09466 1.44914
H 1.76796 0.53311 0.83884
C -2.00515 0.89657 0.35077
C 1.51705 -0.88228 -0.70463
H -1.86218 -0.38979 -0.96407
H 1.44601 -1.88185 -0.74339
H -0.62462 1.67900 -1.81257
C 2.07139 -0.54962 0.67379
H 1.52891 -1.14823 1.40702
H -2.55174 -0.24967 1.78411
H 3.04963 -0.64069 0.81791
O 0.27605 -0.34942 -0.97482
H -2.54214 1.92551 0.65680
H 2.22899 -0.55894 -1.51123
*
```

DFT (wB97M-V/def2-TZVPD) results for a molecular structure, C3H9O3Sc.

* HOMO (spin up / spin down): -12.227 / -13.833 eV
* HOMO-LUMO gap (spin up / spin down): 7.11 / 8.62 eV
* LUMO level (spin up / spin down): -5.12 / -5.21 eV

Structure (ORCA input):
```
! wB97M-V def2-TZVPD RIJCOSX def2/J DEFGRID3
* xyz 1 2
H -0.73638 -2.06744 -0.07714
C -1.00356 -0.20850 -1.15651
H -2.04079 -0.41146 -1.47363
O 0.47563 -0.59424 0.68757
O -0.80223 1.15796 -0.92963
O 0.97264 3.06291 -1.51663
H 1.79580 -0.89997 2.19979
H 0.65119 3.88358 -1.13302
H -0.14841 2.26507 -1.52877
H -0.33887 -0.59798 -1.95012
Sc 1.32893 1.34766 0.14633
H 1.16526 -2.38597 1.41868
H 0.11273 -1.43162 2.54661
H -1.56185 -0.75228 0.85840
C -0.77385 -0.98539 0.12382
C 0.90376 -1.38233 1.78427
*
```

DFT (wB97M-V/def2-TZVPD) results for 3 unconnected molecules or ions with the total composition C3H9O4.

* HOMO: -4.447 eV
* HOMO-LUMO gap: 8.52 eV
* LUMO level: 4.07 eV

Structure (ORCA input):
```
! wB97M-V def2-TZVPD RIJCOSX def2/J DEFGRID3
* xyz -1 1
O -0.20829 -2.72662 1.42540
H 2.09240 1.91474 0.77065
H 0.00450 -2.35844 0.48994
O -1.15574 0.99547 -0.66920
C -0.05654 0.68660 -0.16851
H 2.78670 2.58756 -0.46504
H -2.26866 -0.86644 -0.04688
H 1.25116 3.13630 -0.04169
H 0.04550 -1.99624 1.79509
C 1.83408 2.25815 -0.28617
O 0.30738 0.07037 0.84358
H 0.70176 1.59202 -1.95244
O -1.88111 -1.80949 -0.25116
H 2.02388 0.54881 -1.49610
H -1.04857 -1.74512 -0.73870
C 1.20803 1.21339 -1.06263
*
```

DFT (wB97M-V/def2-TZVPD) results for 2 unconnected molecules or ions with the total composition C3H9O4P.

* HOMO (spin up / spin down): -8.878 / -8.399 eV
* HOMO-LUMO gap (spin up / spin down): 8.25 / 8.10 eV
* LUMO level (spin up / spin down): -0.63 / -0.30 eV

Structure (ORCA input):
```
! wB97M-V def2-TZVPD RIJCOSX def2/J DEFGRID3
* xyz 0 1
C -0.83801 -1.37878 -2.79033
O 0.70042 1.36877 0.31937
P -0.11063 -0.45029 -1.36083
H -1.74320 -1.68294 -2.25947
O 0.13937 1.76451 2.53598
H -0.95272 -0.73965 -3.64145
C 0.39054 0.75909 1.55402
C -0.90807 -0.01003 1.31449
H -0.31364 -2.27754 -3.02455
H 1.40438 2.03335 0.28933
H 0.80231 1.60789 3.17554
O 1.34478 -0.65028 -1.23938
H -0.46839 0.89780 -1.58348
H 1.79767 -0.65845 1.37250
O 1.44570 0.01483 2.03829
H -1.88521 0.44706 1.61279
H -0.80531 -1.04535 1.68717
*
```

DFT (wB97M-V/def2-TZVPD) results for 2 unconnected molecules or ions with the total composition C3H9OPS.

* HOMO (spin up / spin down): -8.990 / -8.979 eV
* HOMO-LUMO gap (spin up / spin down): 7.41 / 7.40 eV
* LUMO level (spin up / spin down): -1.58 / -1.58 eV

Structure (ORCA input):
```
! wB97M-V def2-TZVPD RIJCOSX def2/J DEFGRID3
* xyz 0 1
H 0.25166 -1.45265 2.64829
P -0.57177 0.13275 1.07396
H 0.48934 -2.03662 0.86164
H -0.58688 1.62751 -0.64610
O 0.61349 2.22696 2.26305
S -2.46928 -0.00651 1.31785
H 0.91001 0.66444 -1.03911
H 0.81679 2.05263 3.18922
H -1.03430 0.56444 -2.70325
H -1.88783 -0.42096 -1.44853
H -0.46019 -1.04728 -2.19966
H 1.53683 -0.82549 1.52817
C -0.90492 -0.16493 -1.86971
C -0.19323 0.57118 -0.71147
C 0.56747 -1.19296 1.62222
*
```

DFT (wB97M-V/def2-TZVPD) results for 2 unconnected molecules or ions with the total composition C3H9OS.

* HOMO: -2.674 eV
* HOMO-LUMO gap: 6.59 eV
* LUMO level: 3.92 eV

Structure (ORCA input):
```
! wB97M-V def2-TZVPD RIJCOSX def2/J DEFGRID3
* xyz -1 1
C 0.95446 1.77559 -1.11512
H 0.87064 -0.31272 -0.19585
H -1.36673 1.51754 0.26490
O -0.34967 -3.92531 2.02592
H 1.52230 1.33330 -2.00785
H 1.78678 2.27649 -0.62971
C 0.46591 0.66985 -0.19470
S -1.52672 -1.17397 0.57096
H 0.29123 -3.60807 1.37063
H -0.89170 -3.09815 2.14880
C -1.19014 0.44413 -0.17288
H 0.30826 2.44521 -1.69981
H 0.63129 1.11893 0.78503
H -1.50592 0.53719 -1.15032
*
```

DFT (wB97M-V/def2-TZVPD) results for 2 unconnected molecules or ions with the total composition C3H9PS3.

* HOMO (spin up / spin down): -7.358 / -9.054 eV
* HOMO-LUMO gap (spin up / spin down): 5.36 / 8.54 eV
* LUMO level (spin up / spin down): -1.99 / -0.51 eV

Structure (ORCA input):
```
! wB97M-V def2-TZVPD RIJCOSX def2/J DEFGRID3
* xyz 0 1
H 2.10149 1.43000 -0.01766
S 0.08144 -3.64840 0.44950
H 0.53902 1.89850 -0.32164
H 1.46901 1.14636 -1.57773
C 0.47346 -0.10598 -0.03974
C 1.24334 1.14677 -0.50091
S 0.42983 -5.57770 0.92937
C -0.89557 -0.50636 -0.60369
H -0.82688 -0.93736 -1.71619
H -1.73563 0.17081 -0.49565
H -1.27693 -1.44098 0.00319
S -0.72533 1.54125 2.32751
P 0.46665 -0.11691 1.76756
H 1.11139 -0.95385 -0.15643
H 1.73455 -5.61070 1.02041
H -0.16937 1.58091 3.54259
*
```

DFT (wB97M-V/def2-TZVPD) results for 2 unconnected molecules or ions with the total composition C3H9S.

* HOMO: -2.352 eV
* HOMO-LUMO gap: 6.30 eV
* LUMO level: 3.95 eV

Structure (ORCA input):
```
! wB97M-V def2-TZVPD RIJCOSX def2/J DEFGRID3
* xyz -1 1
S 0.40569 0.71130 -3.14592
H -0.15955 1.53964 -0.76331
C -0.42611 0.90888 0.07005
C 0.63019 -0.10952 0.31741
C 0.01154 -0.99170 1.40862
H -0.54521 -1.76966 0.91644
H 0.72013 -0.85557 -0.49785
H -0.30676 -0.08968 -3.93809
H 1.53894 0.40578 0.75597
H -1.33780 0.36362 -0.05739
H 0.66218 -1.43281 2.09843
H -0.57206 1.60905 0.79563
H -0.62118 -0.28932 2.04001
*
```

Sequential ΔE to the lowest compared entry with this formula, charge and spin output: 64.1, 13.1, 48.9, 104.0, 95.6, 35.1, 80.0, 22.4 kcal per mole
Sequential electronic energy output: -686.695420, -1105.846126, -420.674877, -761.915181, -934.385849, -593.116881, -1655.532649, -517.878245 Ha